1.
{
  "formula": "C7H10",
  "method": "ωB97M-V/def2-TZVPD",
  "gap_ha": 0.323,
  "multiplicity": 1,
  "total_charge": 0,
  "e_above_lowest_kcal_mol": 112.5,
  "symbols": ["C", "C", "C", "C", "C", "C", "C", "H", "H", "H", "H", "H", "H", "H", "H", "H", "H"],
  "positions_angstrom": [[0.1134, 1.0378, -1.5293], [1.5351, 0.8587, -1.1492], [0.3981, 0.4811, -0.1485], [0.1088, -0.9948, 0.1011], [-1.2902, -1.1023, 0.6446], [-1.5718, -1.3553, 1.9185], [0.7539, 1.3023, 0.9619], [-0.3122, 0.3420, -2.2479], [-0.2683, 2.0521, -1.5920], [2.0869, -0.0044, -1.5079], [2.1496, 1.7333, -0.9617], [0.2211, -1.5749, -0.8262], [0.8303, -1.3798, 0.8280], [-2.0909, -0.8489, -0.0500], [-0.7810, -1.5672, 2.6312], [-2.5842, -1.3376, 2.3061], [0.7015, 2.3579, 0.6212]],
  "forces_ev_per_a": [[-0.1, 0.1, -0.1], [0.3, 0.1, -0.2], [-0.2, -0.1, 0.5], [0.1, 0.0, 0.0], [0.0, 0.0, 0.2], [0.1, 0.0, -0.2], [-0.1, 0.0, -0.4], [0.1, 0.1, 0.1], [0.1, -0.1, 0.0], [-0.1, 0.1, 0.1], [-0.1, -0.1, 0.0], [-0.1, 0.1, 0.1], [-0.1, 0.1, 0.0], [0.0, -0.1, 0.1], [0.0, 0.0, -0.1], [0.0, 0.0, -0.1], [0.1, -0.2, 0.0]],
  "mulliken_charge": [-0.476, -0.743, 0.813, -0.930, -0.153, -0.727, -0.537, 0.260, 0.239, 0.245, 0.288, 0.351, 0.336, 0.298, 0.244, 0.262, 0.231]
}

=====

2.
{
  "formula": "C7H10BF4NSm",
  "method": "ωB97M-V/def2-TZVPD",
  "gap_ha": [0.220, 0.230],
  "multiplicity": 6,
  "total_charge": -1,
  "e_above_lowest_kcal_mol": 21.7,
  "symbols": ["C", "C", "C", "C", "C", "Sm", "N", "C", "C", "H", "H", "H", "H", "H", "H", "H", "H", "H", "H", "F", "B", "F", "F", "F"],
  "positions_angstrom": [[-0.8574, 1.0424, -2.0658], [0.5489, 0.8364, -2.3247], [1.3032, 1.6379, -1.3879], [0.3614, 2.3446, -0.5494], [-0.9759, 1.9712, -0.9677], [0.1082, 0.0267, -0.1155], [-1.5816, -0.7397, 0.6082], [-0.0136, -2.5052, -0.2061], [0.9845, -1.9914, -0.9978], [2.3741, 1.6827, -1.3129], [0.9652, 0.2008, -3.0809], [0.6053, 2.9936, 0.2693], [-1.8919, 2.3054, -0.5154], [-1.6736, 0.5628, -2.5750], [0.8705, -1.9390, -2.0803], [-0.9401, -2.8877, -0.6330], [-2.3541, -1.0809, 0.8303], [1.9770, -1.7638, -0.5744], [0.1583, -2.7130, 0.8605], [0.0300, 0.0153, 1.9863], [-0.0013, -0.0001, 3.4007], [-0.0668, 1.3542, 3.8099], [-1.1375, -0.7356, 3.8124], [1.2070, -0.6178, 3.8093]],
  "forces_ev_per_a": [[1.1, 1.9, -0.3], [-0.5, 2.2, -0.3], [-1.4, 1.6, -1.4], [-0.5, 0.5, -2.5], [1.3, 1.0, -1.6], [-0.7, -3.6, 4.3], [7.0, 2.5, -4.8], [-0.3, -1.0, 0.2], [0.6, -1.7, -0.2], [0.2, 0.0, 0.0], [0.1, -0.1, -0.1], [0.0, 0.1, 0.3], [-0.1, -0.1, 0.1], [-0.1, -0.1, 0.0], [0.1, 0.0, 0.3], [0.4, 0.0, 0.2], [-8.8, -3.9, 2.6], [-0.4, -0.3, -0.3], [-0.2, 0.1, -0.6], [2.0, 0.9, 3.2], [-0.3, 0.0, 1.0], [0.1, -0.7, 0.1], [0.9, 0.5, 0.0], [-0.5, 0.3, 0.1]],
  "mulliken_charge": [-0.480, -0.582, -0.533, -0.548, -0.377, 0.851, -0.569, -0.440, -0.578, 0.392, 0.640, 0.458, 0.400, 0.347, 0.297, 0.186, -0.008, 0.274, 0.186, -0.046, 0.377, -0.410, -0.414, -0.426]
}

=====

3.
{
  "formula": "C7H10BrNO3",
  "method": "ωB97M-V/def2-TZVPD",
  "gap_ha": 0.297,
  "multiplicity": 1,
  "smiles": "CC[N@H+]1C(C)=C(C(=O)[O-])O[C@@H]1Br",
  "total_charge": 0,
  "e_above_lowest_kcal_mol": 14.1,
  "symbols": ["C", "C", "N", "C", "C", "C", "C", "O", "O", "O", "C", "Br", "H", "H", "H", "H", "H", "H", "H", "H", "H", "H"],
  "positions_angstrom": [[-1.8924, 1.7889, -0.9887], [-1.1988, 0.4187, -0.7475], [0.0669, 0.6668, -0.0016], [0.4407, -0.5460, 0.8248], [-0.2783, -0.7336, 2.1211], [1.4374, -1.1772, 0.1895], [1.7464, -2.8245, -0.1601], [2.7779, -3.3594, 0.1466], [0.7389, -2.9994, -0.7974], [1.8049, -0.4607, -0.9034], [1.2358, 0.7362, -0.8500], [2.4757, 2.0035, 0.3061], [-2.3304, 2.1260, 0.0044], [-1.1922, 2.5060, -1.3091], [-2.7711, 1.7123, -1.7263], [-0.8865, -0.0747, -1.6809], [-1.8759, -0.2659, -0.2692], [-0.2004, 1.5364, 0.6003], [-0.6665, -1.7038, 2.0612], [-1.0361, 0.0458, 2.2061], [0.5337, -0.6099, 2.8653], [1.0702, 1.2142, -1.8911]],
  "forces_ev_per_a": [[-2.3, -1.5, 0.8], [-0.5, 0.8, -2.2], [-2.1, 0.2, 2.2], [0.6, 0.5, 0.2], [1.9, 1.3, -0.8], [-0.9, -1.1, 1.4], [0.8, 1.2, 0.8], [0.1, 0.0, 0.3], [-1.4, -1.2, -1.2], [0.2, 0.7, -1.6], [1.4, 3.0, -1.4], [-0.6, -0.4, -0.9], [0.5, -0.2, -1.1], [0.8, 1.0, -0.6], [1.5, 0.1, 1.1], [-0.3, 0.2, 0.2], [0.2, -0.3, 0.7], [1.7, -1.7, -1.2], [-0.9, -1.4, 0.7], [-0.1, -0.3, 0.4], [-1.0, -0.2, 0.2], [0.4, -0.7, 2.0]],
  "mulliken_charge": [-1.127, -0.520, 0.070, 0.406, -1.382, -0.140, 0.558, -0.610, -0.565, -0.270, -0.036, -0.225, 0.320, 0.379, 0.353, 0.434, 0.348, 0.488, 0.386, 0.316, 0.347, 0.471]
}

=====

4.
{
  "formula": "C7H10ClN2",
  "method": "ωB97M-V/def2-TZVPD",
  "gap_ha": 0.329,
  "multiplicity": 1,
  "smiles": "ClN1C[NH2+][C@H]2CC=CC=C21",
  "total_charge": 1,
  "e_above_lowest_kcal_mol": 84.9,
  "symbols": ["Cl", "N", "C", "N", "C", "C", "C", "C", "C", "C", "H", "H", "H", "H", "H", "H", "H", "H", "H", "H"],
  "positions_angstrom": [[-2.9212, 0.6665, -0.8109], [-2.0433, 0.2088, 0.7192], [-1.7962, -1.2569, 0.8495], [-0.7672, -1.5695, -0.2643], [0.3082, -0.6311, -0.0110], [1.3063, -0.2343, -1.0689], [2.0518, 0.9304, -0.4628], [1.5560, 1.9327, 0.3436], [0.1716, 1.7424, 0.6452], [-0.3879, 0.5865, 0.4254], [-1.3841, -1.4463, 1.8147], [-2.6911, -1.8986, 0.5942], [-0.7077, -2.6123, -0.1071], [-1.2422, -1.2034, -1.0582], [0.8830, -0.7015, 0.9835], [0.9118, 0.0212, -2.0724], [2.1255, -1.0895, -1.2203], [2.9948, 1.1358, -0.9741], [1.9763, 2.7881, 0.6667], [-0.3447, 2.6311, 1.0080]],
  "forces_ev_per_a": [[0.7, -0.9, 1.1], [3.7, 0.1, -0.7], [-2.4, 1.4, -2.5], [-0.5, -1.9, 3.2], [1.9, 1.2, 1.9], [2.1, -1.9, 0.0], [1.2, 2.8, -0.4], [-1.1, -5.5, -2.6], [-1.0, 1.8, 0.9], [-5.4, -0.1, 0.4], [0.4, -0.2, 0.6], [0.8, 0.9, 0.6], [0.9, 1.3, -1.4], [-0.7, -0.6, -1.7], [-0.3, -1.7, -1.4], [-0.1, 0.0, 0.5], [-1.9, 1.7, 0.2], [0.1, -0.3, 0.5], [2.0, 2.5, 0.7], [-0.4, -0.5, 0.0]],
  "mulliken_charge": [-0.041, -0.318, -0.390, 0.032, -0.222, -0.541, -0.396, -0.684, -0.291, 0.134, 0.390, 0.358, 0.386, 0.367, 0.211, 0.362, 0.282, 0.362, 0.538, 0.462]
}

=====

Number 2 is which compound?
C7H10BF4NSm